Entry from the Open Molecules 2025 dataset: a single C5H12N2O molecule in a non-equilibrium geometry (ωB97M-V with the def2-TZVPD basis set).

```
20
Properties=species:S:1:pos:R:3:mulliken_charge:R:1
C 0.1396 -0.7065 0.4414 -0.481
N 0.7376 0.2693 1.4252 -0.214
C 1.6935 -0.0656 2.5540 -0.464
C 2.7443 1.0847 2.6418 -0.961
C 0.1580 -0.2443 -1.0009 -0.539
N -1.2868 0.2004 -1.4682 -0.190
C -1.9013 -0.4625 -2.5295 0.191
O -3.0230 -0.1348 -2.8377 -0.548
H 0.8095 -1.6051 0.6670 0.264
H -0.9217 -1.2042 0.5046 0.267
H 0.1872 1.0186 1.7179 0.202
H 1.2246 -0.1926 3.6203 0.275
H 2.2737 -1.0315 2.3828 0.292
H 3.1977 0.7710 3.6194 0.331
H 2.2901 2.1232 2.6537 0.274
H 3.4074 1.0714 1.7745 0.253
H 0.5612 -1.0171 -1.6243 0.319
H 0.8959 0.5923 -1.0875 0.263
H -1.7050 0.7776 -0.7821 0.228
H -1.1966 -1.1478 -3.0846 0.237
```

Summary:
- HOMO-LUMO gap (eV) = 9.93
- multiplicity = 1
- ΔE to the lowest compared entry with this formula, charge and spin (kJ/mol) = 279.6
- net charge = 0
- molecular weight (g mol⁻¹) = 116.16
- LUMO level (eV) = 0.96
- maximum force (eV Å⁻¹) = 5.3